Entry 1:
# C17H18BN7NiO3S

A molecular structure, C17H18BN7NiO3S (ωB97M-V/def2-TZVPD, OMol25).

The maximum force is 3.827 eV Å⁻¹. As for the HOMO-LUMO gap (alpha / beta): 9.25 / 8.17 eV. Its molar mass is 469.9 g mol⁻¹. For the energy above the lowest of the compared OMol25 structures with the same formula, charge and spin, the calculation gives 18.1 kcal per mole. As for the LUMO energy (alpha / beta): 0.07 / -0.99 eV.

The geometry in ORCA input format:
```
! RIJCOSX wB97M-V def2-TZVPD def2/J DEFGRID3
* xyz 0 3
H -2.995 -0.437 0.294
N -1.650 -1.371 -0.983
B -0.392 -2.578 -2.860
N -1.697 -2.292 -2.031
C -2.986 -2.664 -2.194
Ni -0.506 -0.018 -0.620
H -3.185 -3.370 -2.978
C -3.773 -1.994 -1.235
H -4.827 -2.069 -1.076
C -2.916 -1.186 -0.504
H -0.559 -3.325 -3.760
C 2.794 0.421 0.942
H 2.918 1.510 1.189
H 2.107 0.241 0.060
H 3.835 0.077 0.726
N 0.643 -3.129 -1.854
N 0.262 -1.249 -3.297
N 0.903 -2.411 -0.711
N 0.423 -0.218 -2.374
C 1.326 -4.301 -1.876
C 0.543 -0.791 -4.536
H 1.176 -5.019 -2.678
H 0.409 -1.452 -5.385
C 2.070 -4.347 -0.688
C 0.905 0.551 -4.434
C 1.768 -3.156 0.000
C 0.838 0.874 -3.074
H 2.694 -5.147 -0.375
H 1.135 1.211 -5.250
H 2.143 -2.850 0.966
H 1.016 1.804 -2.554
H 2.380 -0.144 1.814
O -3.236 4.533 2.890
S -1.954 4.500 2.231
O -1.393 5.743 1.809
N -1.896 3.357 1.029
C -1.147 2.289 1.287
O -1.137 1.243 0.509
C -0.412 2.407 2.580
C 0.506 1.581 3.246
C 1.059 1.980 4.465
C 0.688 3.198 5.048
C -0.251 4.015 4.419
C -0.767 3.582 3.199
H 0.767 0.632 2.808
H 1.774 1.329 4.948
H 1.145 3.488 5.987
H -0.546 4.951 4.881
*
```

Löwdin population analysis, charges in e, atoms 1 to 4:
1 H 0.118
2 N -0.093
3 B -0.490
4 N 0.023

***

Entry 2:
# C17H18BN7O3PtS

A molecular structure, C17H18BN7O3PtS (ωB97M-V/def2-TZVPD, OMol25).

The maximum force is 2.746 eV Å⁻¹. As for the HOMO-LUMO gap (alpha / beta): 7.72 / 8.90 eV. Its molar mass is 606.3 g mol⁻¹. For the energy above the lowest of the compared OMol25 structures with the same formula, charge and spin, the calculation gives 0.3 kcal per mole. As for the LUMO energy (alpha / beta): 0.21 / -0.03 eV.

The geometry in ORCA input format:
```
! RIJCOSX wB97M-V def2-TZVPD def2/J DEFGRID3
* xyz 0 3
H 0.138 3.390 -0.241
N 0.274 1.860 -1.691
B 0.167 0.487 -3.844
N 0.451 1.807 -3.053
C 0.680 3.064 -3.486
Pt -0.057 0.204 -0.579
H 0.868 3.238 -4.535
C 0.602 3.921 -2.393
H 0.713 4.986 -2.408
C 0.326 3.141 -1.278
H 0.266 0.603 -5.028
C -2.761 -2.371 2.325
H -2.175 -2.967 3.027
H -2.064 -1.945 1.592
H -3.467 -3.023 1.808
N -1.266 0.087 -3.339
N 1.090 -0.598 -3.225
N -1.454 -0.052 -1.996
N 1.129 -0.793 -1.865
C -2.447 -0.139 -3.945
C 1.859 -1.539 -3.799
H -2.511 -0.077 -5.021
H 1.951 -1.577 -4.875
C -3.395 -0.421 -2.960
C 2.402 -2.337 -2.803
C -2.743 -0.356 -1.738
C 1.931 -1.844 -1.586
H -4.433 -0.636 -3.110
H 3.049 -3.181 -2.935
H -3.056 -0.466 -0.708
H 2.064 -2.165 -0.567
H -3.262 -1.558 2.832
O 0.959 -2.076 1.375
C 1.076 -0.974 1.931
N 0.976 0.222 1.228
S 0.704 1.605 2.119
O 1.740 2.581 1.890
O -0.686 2.005 2.035
C 0.974 0.706 3.598
C 0.768 1.222 4.876
C 0.858 0.347 5.963
C 1.160 -1.010 5.746
C 1.340 -1.512 4.454
C 1.241 -0.636 3.363
H 0.534 2.279 5.001
H 0.678 0.725 6.973
H 1.245 -1.668 6.608
H 1.568 -2.559 4.263
*
```

Löwdin population analysis, charges in e, atoms 1 to 4:
1 H 0.102
2 N -0.145
3 B -0.446
4 N -0.010

***

Entry 3:
# C17H18Br2IrN4O3S2

A molecular structure, C17H18Br2IrN4O3S2 (ωB97M-V/def2-TZVPD, OMol25).

The maximum force is 0.089 eV Å⁻¹. As for the HOMO-LUMO gap (alpha / beta): 6.54 / 5.87 eV. Its molar mass is 742.5 g mol⁻¹. For the energy above the lowest of the compared OMol25 structures with the same formula, charge and spin, the calculation gives 0.0 kcal per mole. As for the LUMO energy (alpha / beta): -7.55 / -8.50 eV.

The geometry in ORCA input format:
```
! RIJCOSX wB97M-V def2-TZVPD def2/J DEFGRID3
* xyz 2 2
Ir 0.293 0.686 0.029
C 1.081 -1.240 3.722
C 1.136 -0.764 2.320
N 0.155 0.089 1.856
O -0.701 0.556 2.856
C 2.109 -1.112 1.409
C 3.279 -2.022 1.553
N 1.900 -0.499 0.194
O 2.660 -0.686 -0.731
H 1.038 -0.390 4.403
H 1.932 -1.867 3.961
H 0.166 -1.813 3.886
H -1.491 -0.002 2.820
H 3.288 -2.505 2.525
H 4.214 -1.475 1.424
H 3.249 -2.794 0.784
C -1.470 3.236 1.655
C -2.100 2.723 0.405
C -3.348 3.238 0.000
C -3.906 2.883 -1.195
C -3.190 2.022 -2.051
C -3.607 1.637 -3.373
Br -5.240 2.213 -4.032
C -2.809 0.844 -4.183
C -1.576 0.394 -3.743
Br -0.485 -0.634 -4.822
C -1.126 0.723 -2.428
O 0.003 0.351 -1.986
C -1.977 1.533 -1.584
N -1.467 1.830 -0.354
H -1.336 4.315 1.542
H -0.504 2.784 1.849
H -2.118 3.078 2.516
H -3.852 3.935 0.656
H -4.864 3.281 -1.498
H -3.149 0.581 -5.175
S 1.621 2.330 -0.939
C 2.643 2.920 0.279
N 3.603 3.779 0.006
C 4.282 4.392 1.155
C 4.137 3.378 2.282
S 2.558 2.520 1.954
H 3.744 4.123 -0.934
H 3.795 5.338 1.395
H 5.325 4.578 0.912
H 4.087 3.849 3.259
H 4.934 2.637 2.272
*
```

Löwdin population analysis, charges in e, atoms 1 to 4:
1 Ir 1.228
2 C 0.027
3 C -0.251
4 N -0.256

***

Entry 4:
# C17H18BrClN6

C17H18BrClN6 in the gas phase (ωB97M-V/def2-TZVPD, OMol25).

The maximum force is 4.959 eV Å⁻¹. The SMILES is CN1CCN(c2cc(Cl)c3nc(Nc4ccc(Br)cn4)[nH]c3c2)CC1. As for the HOMO-LUMO gap: 7.98 eV. Its molar mass is 421.7 g mol⁻¹. For the energy above the lowest of the compared OMol25 structures with the same formula, charge and spin, the calculation gives 30.9 kcal per mole. As for the LUMO energy: 0.58 eV.

The geometry in ORCA input format:
```
! RIJCOSX wB97M-V def2-TZVPD def2/J DEFGRID3
* xyz 0 1
C 2.622 -3.013 5.202
N 1.658 -2.109 4.578
C 1.559 -2.416 3.115
C 0.377 -1.721 2.510
N 0.653 -0.313 2.505
C 0.514 0.510 1.407
C 0.170 1.859 1.533
C -0.028 2.688 0.436
Cl -0.323 4.391 0.636
C 0.085 2.098 -0.895
N -0.202 2.570 -2.155
C -0.007 1.596 -2.941
N -0.243 1.570 -4.350
C -1.452 1.163 -4.888
C -2.608 0.631 -4.190
C -3.800 0.377 -4.901
C -3.806 0.594 -6.277
Br -5.434 0.601 -7.326
C -2.626 1.097 -6.854
N -1.489 1.399 -6.164
N 0.396 0.415 -2.344
C 0.421 0.681 -0.987
C 0.782 -0.003 0.072
C 0.718 0.180 3.907
C 1.803 -0.633 4.687
H 3.647 -2.690 5.085
H 2.402 -3.097 6.238
H 2.516 -4.075 4.894
H 2.553 -2.006 2.715
H 1.461 -3.491 2.904
H 0.334 -2.124 1.520
H -0.571 -1.919 3.099
H 0.006 2.246 2.483
H 0.250 2.298 -4.866
H -2.454 0.350 -3.164
H -4.566 -0.213 -4.467
H -2.598 1.290 -7.981
H 0.773 -0.361 -2.925
H 1.245 -1.001 -0.146
H 1.012 1.232 4.050
H -0.256 0.118 4.335
H 1.784 -0.417 5.727
H 2.724 -0.349 4.186
*
```

Löwdin population analysis, charges in e, atoms 1 to 4:
1 C -0.104
2 N -0.220
3 C -0.192
4 C -0.173